A molecular structure, C4H11N3O in a non-equilibrium geometry, computed with ωB97M-V with the def2-TZVPD basis set.

## Properties
- ΔE to the lowest compared entry with this formula, charge and spin (kcal/mol) = 126.0
- HOMO-LUMO gap (eV) = 8.01

```
! wB97M-V def2-TZVPD RIJCOSX def2/J DEFGRID3
* xyz 0 1
C 1.144 0.727 -0.389
C 0.236 -1.323 1.334
C -0.194 0.011 0.821
C -1.387 0.250 0.165
N -1.782 -0.759 -0.651
N -1.933 1.518 0.053
N 2.479 0.327 -0.405
O 0.737 1.080 0.907
H -2.614 -0.587 -1.200
H -0.888 -1.014 -1.244
H -1.409 2.244 0.520
H -2.267 1.789 -0.861
H 2.757 -0.199 0.414
H 2.756 -0.150 -1.249
H 0.875 1.504 -1.094
H 0.438 -0.419 -1.511
H -0.632 -1.950 1.530
H 0.867 -1.854 0.609
H 0.816 -1.196 2.251
*
```